Record 1
Here is C24H30ClN4O4PS2W as an isolated structure from the Open Molecules 2025 dataset. Energies are from ωB97M-V/def2-TZVPD.

The calculation puts the lowest unoccupied orbital energy (spin up / spin down) at -2.46 / -2.85 eV. The spin multiplicity is 4. Its energy above the lowest of the compared OMol25 structures with the same formula, charge and spin is 0.548 eV. The frontier orbital gap (spin up / spin down) is 0.26294 / 0.31500 Ha. The total charge is +1.

Cartesian coordinates (Å):
W1 0.116 -0.102 -0.056
C1 2.725 -2.263 0.362
N1 1.417 -2.280 0.970
C2 1.442 -2.093 2.401
C3 1.615 -0.634 2.732
C4 2.054 -0.286 3.997
C5 2.302 1.037 4.303
C6 2.128 1.973 3.300
C7 1.661 1.557 2.074
N2 1.367 0.274 1.768
C8 0.564 -3.366 0.534
C9 -0.857 -3.020 0.870
C10 -1.760 -4.006 1.215
C11 -3.080 -3.672 1.458
C12 -3.447 -2.346 1.343
C13 -2.488 -1.415 1.002
N3 -1.195 -1.720 0.788
C14 2.607 -1.903 -1.094
C15 3.527 -2.380 -2.007
C16 3.423 -2.021 -3.339
C17 2.387 -1.185 -3.711
C18 1.506 -0.743 -2.745
N4 1.589 -1.097 -1.446
H1 3.252 -3.218 0.469
H2 3.326 -1.501 0.862
H3 2.255 -2.658 2.871
H4 0.513 -2.460 2.837
H5 2.218 -1.070 4.729
H6 2.644 1.325 5.291
H7 2.342 3.023 3.456
H8 1.510 2.270 1.283
H9 0.839 -4.332 0.974
H10 0.643 -3.462 -0.552
H11 -1.420 -5.033 1.277
H12 -3.803 -4.431 1.727
H13 -4.468 -2.023 1.506
H14 -2.761 -0.381 0.877
H15 4.320 -3.033 -1.664
H16 4.135 -2.391 -4.067
H17 2.250 -0.860 -4.734
H18 0.723 -0.050 -3.017
C19 -3.948 2.963 -1.090
C20 -2.930 3.243 -2.171
O1 -1.612 2.696 -1.909
P1 -0.731 2.754 -0.638
S1 -1.371 1.704 0.969
S2 1.056 2.012 -1.177
O2 -0.749 4.302 -0.301
C21 -0.199 4.893 0.902
C22 1.224 5.352 0.673
H19 -4.905 3.390 -1.391
H20 -3.661 3.414 -0.140
H21 -4.076 1.890 -0.942
H22 -2.806 4.312 -2.336
H23 -3.208 2.773 -3.108
H24 -0.271 4.177 1.721
H25 -0.850 5.732 1.126
H26 1.861 4.521 0.364
H27 1.623 5.779 1.596
H28 1.263 6.115 -0.106
Cl1 -2.528 -3.112 -1.887
C23 -2.234 -1.940 -3.201
C24 -1.594 -0.601 -2.830
O3 -1.428 0.154 -3.767
O4 -1.286 -0.383 -1.590
H29 -3.180 -1.744 -3.694
H30 -1.576 -2.423 -3.915



Record 2
Here is C24H30FeN4O3Se3Te as an isolated structure in a non-equilibrium geometry from the Open Molecules 2025 dataset. Energies are from ωB97M-V/def2-TZVPD.

The calculation puts the lowest unoccupied orbital energy at -1.49 eV. Its energy above the lowest of the compared OMol25 structures with the same formula, charge and spin is 0.000 eV. The frontier orbital gap is 0.13234 Ha.

Cartesian coordinates (Å):
Fe1 -1.314 1.268 0.360
C1 0.155 -1.610 -5.488
C2 -0.087 -1.349 -4.028
C3 0.831 -1.731 -3.085
C4 0.596 -1.553 -1.699
C5 1.467 -1.896 -0.673
N1 2.795 -2.017 -0.774
C6 3.639 -1.139 -1.595
C7 3.171 0.318 -1.735
C8 2.551 0.994 -0.517
N2 3.443 1.004 0.642
C9 3.258 0.527 1.844
C10 2.128 0.091 2.544
C11 2.433 -0.706 3.693
C12 1.479 -1.266 4.478
C13 1.780 -2.107 5.682
C14 0.132 -0.994 4.122
C15 -0.252 -0.208 3.074
C16 -1.686 0.013 2.922
N3 -2.262 0.611 1.969
C17 -3.705 0.827 2.116
C18 -4.528 0.472 0.887
C19 -4.183 1.308 -0.343
N4 -2.869 0.903 -0.813
C20 -2.781 0.187 -1.857
C21 -1.546 -0.480 -2.264
C22 -1.286 -0.735 -3.591
C23 -0.617 -0.897 -1.255
O1 -0.782 -0.654 -0.031
C24 0.749 0.447 2.243
O2 0.469 1.290 1.382
H1 1.208 -1.817 -5.680
H2 -0.131 -0.751 -6.098
H3 -0.419 -2.469 -5.844
H4 1.746 -2.216 -3.412
H5 1.056 -2.012 0.325
H6 3.229 -2.278 0.096
H7 3.766 -1.545 -2.599
H8 4.629 -1.168 -1.139
H9 2.413 0.392 -2.517
H10 4.030 0.892 -2.098
H11 1.626 0.529 -0.216
H12 2.306 2.025 -0.763
H13 4.378 1.335 0.455
H14 4.188 0.456 2.402
H15 3.482 -0.880 3.920
H16 2.842 -2.351 5.734
H17 1.226 -3.047 5.660
H18 1.513 -1.593 6.608
H19 -0.647 -1.432 4.741
H20 -2.282 -0.385 3.746
H21 -3.819 1.893 2.333
H22 -4.071 0.260 2.979
H23 -5.578 0.631 1.142
H24 -4.409 -0.591 0.649
H25 -4.140 2.363 -0.067
H26 -4.935 1.177 -1.125
H27 -3.661 0.053 -2.489
H28 -2.018 -0.419 -4.328
Se1 -1.653 3.667 0.975
Se2 -3.016 4.935 -0.546
Te1 -3.461 3.859 -2.761
Se3 -1.460 3.143 -3.893
O3 -0.187 1.944 -1.173
H29 -0.500 1.591 -2.022
H30 -0.429 2.891 -1.210



Record 3
Here is an isolated molecule of C24H30N2O4S from the Open Molecules 2025 dataset. Energies are from ωB97M-V/def2-TZVPD.

The calculation puts the lowest unoccupied orbital energy at -0.16 eV. Its energy above the lowest of the compared OMol25 structures with the same formula, charge and spin is 1.839 eV. The frontier orbital gap is 0.28418 Ha. The SMILES is CCN(CC)CCN1C(=O)C(=O)/C(=C(/O)c2ccc(OC(C)C)cc2)[C@@H]1c1cccs1.

Cartesian coordinates (Å):
C1 3.162 1.406 2.383
C2 4.218 0.505 1.747
N1 4.573 0.974 0.424
C3 5.582 2.013 0.422
C4 5.459 2.933 -0.787
C5 4.722 -0.021 -0.607
C6 3.718 0.200 -1.761
N2 2.347 0.221 -1.326
C7 1.682 1.370 -1.065
O1 2.131 2.490 -1.157
C8 0.251 0.987 -0.690
O2 -0.611 1.765 -0.344
C9 0.168 -0.451 -0.882
C10 -0.927 -1.249 -0.875
O3 -0.772 -2.530 -1.287
C11 -2.273 -0.830 -0.481
C12 -3.370 -1.233 -1.240
C13 -4.657 -0.869 -0.893
C14 -4.880 -0.108 0.254
O4 -6.081 0.288 0.721
C15 -7.274 0.038 -0.015
C16 -7.404 1.013 -1.185
C17 -8.423 0.206 0.974
C18 -3.778 0.276 1.030
C19 -2.499 -0.070 0.668
C20 1.532 -0.975 -1.266
C21 2.015 -1.980 -0.265
C22 1.831 -1.975 1.083
C23 2.431 -3.083 1.724
C24 3.058 -3.912 0.853
S1 2.928 -3.362 -0.770
H1 3.554 2.404 2.556
H2 2.837 0.991 3.335
H3 2.306 1.495 1.719
H4 3.807 -0.504 1.665
H5 5.101 0.449 2.406
H6 6.602 1.582 0.465
H7 5.436 2.610 1.324
H8 4.419 3.223 -0.911
H9 6.063 3.825 -0.636
H10 5.802 2.442 -1.695
H11 5.732 0.004 -1.041
H12 4.568 -1.024 -0.196
H13 3.844 -0.592 -2.507
H14 3.910 1.173 -2.217
H15 -1.615 -3.001 -1.228
H16 -3.221 -1.803 -2.148
H17 -5.472 -1.184 -1.525
H18 -7.271 -0.998 -0.385
H19 -7.450 2.031 -0.806
H20 -6.550 0.936 -1.853
H21 -8.311 0.802 -1.745
H22 -8.310 -0.490 1.800
H23 -8.418 1.217 1.372
H24 -9.372 0.021 0.479
H25 -3.964 0.857 1.918
H26 -1.668 0.232 1.282
H27 1.512 -1.458 -2.256
H28 1.284 -1.208 1.601
H29 2.395 -3.249 2.786
H30 3.592 -4.819 1.059



Record 4
Here is C24H30N2P2PtS as an isolated structure in a non-equilibrium geometry from the Open Molecules 2025 dataset. Energies are from ωB97M-V/def2-TZVPD.

The calculation puts the lowest unoccupied orbital energy (spin up / spin down) at -6.43 / -9.53 eV. The spin multiplicity is 5. The frontier orbital gap (spin up / spin down) is 0.18567 / 0.16352 Ha. The total charge is +2.

Cartesian coordinates (Å):
C1 4.015 0.928 -1.036
C2 2.732 0.895 -0.462
C3 1.649 1.517 -1.147
C4 1.901 2.206 -2.364
C5 3.198 2.254 -2.887
C6 4.259 1.604 -2.238
C7 0.701 2.815 -3.058
C8 -0.247 3.409 -2.041
C9 -0.407 2.673 -0.843
C10 -1.314 3.133 0.151
C11 -2.084 4.279 -0.105
C12 -1.935 5.000 -1.298
C13 -1.003 4.569 -2.255
H1 4.841 0.437 -0.506
H2 3.374 2.792 -3.826
H3 5.269 1.632 -2.660
H4 1.007 3.557 -3.814
H5 -2.788 4.629 0.660
H6 -2.534 5.898 -1.477
H7 -0.875 5.127 -3.190
N1 0.342 1.506 -0.619
Pt1 -0.710 -0.264 -0.267
C14 2.498 0.218 0.863
H8 2.005 0.910 1.574
H9 3.446 -0.135 1.304
C15 -1.376 2.427 1.481
H10 -0.367 2.393 1.936
H11 -2.058 2.945 2.179
P1 1.297 -1.183 0.633
P2 -1.877 0.640 1.362
C16 -3.706 0.671 1.172
H12 -4.092 -0.362 1.194
H13 -4.178 1.264 1.975
H14 -3.936 1.112 0.189
C17 -1.656 0.027 3.090
H15 -2.345 0.543 3.782
H16 -1.847 -1.058 3.120
H17 -0.617 0.214 3.407
C18 2.231 -2.334 -0.475
H18 3.276 -2.462 -0.140
H19 1.726 -3.314 -0.491
H20 2.229 -1.914 -1.495
C19 1.323 -2.093 2.242
H21 0.576 -2.903 2.208
H22 2.321 -2.520 2.442
H23 1.052 -1.405 3.058
H24 0.162 2.005 -3.600
H25 -1.943 0.471 -1.048
S1 -2.459 -1.933 0.047
C20 -1.656 -3.334 0.190
N2 -1.520 -3.932 1.408
C21 -0.957 -5.166 1.530
C22 -0.521 -5.855 0.397
C23 -0.660 -5.265 -0.858
C24 -1.232 -3.998 -0.966
H26 -1.869 -3.452 2.269
H27 -0.863 -5.623 2.508
H28 -0.086 -6.843 0.490
H29 -0.346 -5.796 -1.749
H30 -1.370 -3.554 -1.947



Record 5
Here is C24H30N2PdS2 as an isolated structure from the Open Molecules 2025 dataset. Energies are from ωB97M-V/def2-TZVPD.

The calculation puts the lowest unoccupied orbital energy at -8.98 eV. Its energy above the lowest of the compared OMol25 structures with the same formula, charge and spin is 0.344 eV. The frontier orbital gap is 0.20068 Ha. The total charge is +2.

Cartesian coordinates (Å):
Pd1 -0.267 0.444 0.353
C1 -2.755 -1.815 -2.474
C2 -2.929 -2.283 -1.054
C3 -4.082 -2.947 -0.651
C4 -4.230 -3.385 0.655
C5 -3.225 -3.167 1.585
C6 -2.056 -2.506 1.232
C7 -0.963 -2.277 2.244
C8 -1.938 -2.082 -0.094
N1 -0.755 -1.359 -0.484
C9 0.264 -1.934 -1.000
C10 0.474 -3.389 -1.215
C11 1.417 -1.003 -1.329
C12 2.236 -1.324 -2.526
N2 1.507 0.025 -0.572
C13 2.525 1.028 -0.748
C14 3.749 0.839 -0.106
C15 4.033 -0.398 0.704
C16 4.708 1.834 -0.256
C17 4.447 2.964 -1.014
C18 3.218 3.122 -1.637
C19 2.227 2.158 -1.514
C20 0.896 2.330 -2.199
H1 -3.716 -1.772 -2.982
H2 -2.122 -2.501 -3.044
H3 -2.302 -0.824 -2.528
H4 -4.870 -3.120 -1.373
H5 -5.132 -3.904 0.949
H6 -3.342 -3.525 2.600
H7 -1.100 -2.930 3.103
H8 -0.968 -1.248 2.619
H9 0.031 -2.474 1.838
H10 -0.321 -3.978 -0.765
H11 1.436 -3.672 -0.782
H12 0.522 -3.621 -2.282
H13 1.565 -1.541 -3.360
H14 2.837 -2.220 -2.356
H15 2.898 -0.502 -2.789
H16 3.164 -0.723 1.279
H17 4.848 -0.218 1.401
H18 4.337 -1.229 0.063
H19 5.669 1.716 0.228
H20 5.207 3.725 -1.123
H21 3.027 4.001 -2.239
H22 0.967 3.082 -2.981
H23 0.122 2.666 -1.500
H24 0.541 1.407 -2.663
C21 -0.678 3.852 3.423
C22 -0.827 2.811 2.372
S1 0.493 2.074 1.766
C23 -2.173 2.458 1.872
C24 -3.351 3.270 2.279
S2 -2.370 1.200 0.856
H25 0.361 3.979 3.715
H26 -1.269 3.582 4.302
H27 -1.068 4.808 3.061
H28 -3.375 3.410 3.361
H29 -4.282 2.817 1.949
H30 -3.267 4.267 1.833



Record 6
Here is a 2-piece molecular cluster, C24H30N3 overall in a non-equilibrium geometry from the Open Molecules 2025 dataset. Energies are from ωB97M-V/def2-TZVPD.

The calculation puts the lowest unoccupied orbital energy at -4.28 eV. Its energy above the lowest of the compared OMol25 structures with the same formula, charge and spin is 1.380 eV. The frontier orbital gap is 0.22791 Ha. The total charge is +1.

Cartesian coordinates (Å):
C1 4.537 -0.529 -0.213
C2 3.504 -1.529 -0.496
N1 3.531 -2.266 -1.637
C3 4.576 -2.188 -2.647
C4 2.472 -3.178 -1.657
C5 1.750 -3.020 -0.439
C6 0.687 -3.877 -0.198
C7 0.347 -4.846 -1.154
C8 1.060 -4.958 -2.363
C9 2.143 -4.114 -2.626
C10 2.316 -1.832 0.215
C11 1.696 -1.005 1.195
C12 0.674 -1.517 2.075
C13 0.763 -2.056 3.394
C14 1.916 -2.259 4.290
N2 -0.492 -2.400 3.817
C15 -0.810 -3.030 5.092
C16 -1.431 -2.138 2.813
C17 -0.713 -1.622 1.688
C18 -1.365 -1.410 0.481
C19 -2.719 -1.734 0.398
C20 -3.408 -2.275 1.502
C21 -2.753 -2.505 2.719
H1 4.298 -0.061 0.745
H2 5.527 -1.003 -0.131
H3 4.598 0.264 -0.976
H4 4.310 -2.845 -3.480
H5 4.693 -1.160 -3.015
H6 5.536 -2.518 -2.228
H7 0.142 -3.787 0.743
H8 -0.482 -5.521 -0.950
H9 0.781 -5.729 -3.079
H10 2.744 -4.195 -3.538
H11 2.286 -0.183 1.596
H12 2.798 -1.916 3.744
H13 1.861 -1.691 5.233
H14 2.079 -3.316 4.560
H15 -1.883 -3.235 5.145
H16 -0.269 -3.980 5.192
H17 -0.535 -2.382 5.935
H18 -0.786 -1.011 -0.360
H19 -3.225 -1.564 -0.546
H20 -4.457 -2.531 1.378
H21 -3.259 -2.979 3.570
C22 0.960 4.057 -2.133
C23 0.443 3.125 -1.044
C24 1.206 1.804 -1.129
N3 1.100 0.877 0.044
H22 0.472 5.033 -2.118
H23 2.035 4.225 -2.010
H24 0.803 3.632 -3.131
H25 0.560 3.576 -0.055
H26 -0.628 2.954 -1.211
H27 0.850 1.297 -2.040
H28 2.281 1.962 -1.284
H29 0.221 1.122 0.523
H30 0.948 -0.086 -0.315



Record 7
Here is a 3-piece molecular cluster, C24H30NO7PS2 overall from the Open Molecules 2025 dataset. Energies are from ωB97M-V/def2-TZVPD.

The calculation puts the lowest unoccupied orbital energy at -0.40 eV. The frontier orbital gap is 0.30749 Ha. The SMILES is Cc1cccc(Cc2cccc3c2C(=O)N([PH2]=O)C3=O)c1.O=S1(=O)CCCC1.O=S1(=O)CCCC1.

Cartesian coordinates (Å):
C1 1.933 5.384 -1.209
C2 1.885 4.339 -0.125
C3 1.618 4.671 1.205
C4 1.601 3.691 2.183
C5 1.822 2.363 1.855
C6 2.072 2.015 0.529
C7 2.290 0.552 0.201
C8 3.034 0.293 -1.076
C9 2.367 0.010 -2.265
C10 3.047 -0.232 -3.462
C11 4.432 -0.203 -3.518
C12 5.098 0.055 -2.336
C13 4.420 0.307 -1.150
C14 5.436 0.578 -0.099
O1 5.332 1.210 0.901
N1 6.722 0.016 -0.606
P1 6.887 -1.574 -0.007
O2 6.790 -1.684 1.455
C15 6.554 0.120 -2.061
O3 7.463 0.295 -2.820
C16 2.109 3.004 -0.444
H1 1.301 5.071 -2.040
H2 2.947 5.486 -1.592
H3 1.565 6.341 -0.848
H4 1.437 5.705 1.467
H5 1.402 3.966 3.211
H6 1.797 1.595 2.617
H7 1.355 -0.007 0.179
H8 2.871 0.125 1.021
H9 1.285 -0.030 -2.239
H10 2.484 -0.447 -4.359
H11 4.977 -0.385 -4.432
H12 5.868 -2.291 -0.664
H13 8.111 -1.990 -0.545
H14 2.310 2.729 -1.473
O4 -0.446 -0.900 1.713
S1 -1.446 0.085 1.372
O5 -1.513 0.626 0.035
C17 -3.054 -0.513 1.871
C18 -3.198 -0.025 3.310
C19 -2.680 1.421 3.322
C20 -1.350 1.433 2.559
H15 -3.083 -1.592 1.766
H16 -3.795 -0.054 1.217
H17 -4.233 -0.088 3.643
H18 -2.592 -0.644 3.975
H19 -3.400 2.069 2.820
H20 -2.551 1.798 4.336
H21 -1.183 2.359 2.015
H22 -0.504 1.230 3.210
O6 -4.063 -3.286 0.599
S2 -5.250 -2.856 -0.099
O7 -5.771 -1.525 0.081
C21 -5.036 -3.201 -1.841
C22 -5.550 -4.628 -2.004
C23 -6.838 -4.709 -1.173
C24 -6.544 -4.072 0.191
H23 -3.987 -3.074 -2.097
H24 -5.647 -2.487 -2.391
H25 -5.727 -4.867 -3.051
H26 -4.813 -5.334 -1.618
H27 -7.633 -4.155 -1.676
H28 -7.180 -5.737 -1.057
H29 -7.405 -3.561 0.614
H30 -6.153 -4.794 0.904



Calculated total energy for every record listed, in sequence, given in eV: -84832.4901; -275197.6837; -47380.0000; -60998.1848; -53491.7081; -29838.4039; -72156.9117.